The following is a quantum chemistry calculation of a 2-piece molecular cluster, C16H39N3O2P2 overall, from OMol25.

Electronic energy ... -44360.3659 eV
HOMO energy ... -4.62 eV
Max |F| ... 0.4 eV/Å
Charge ... 0

XYZ file:
```
62
Properties=species:S:1:pos:R:3:forces:R:3:nbo_charge:R:1
C 0.542430 0.639154 -1.157505 -0.096 0.230 0.017 -0.65
C 1.984941 0.754951 -0.627840 -0.149 -0.082 0.042 -0.06
O 2.434925 -0.482137 -0.139259 0.334 0.174 0.032 -0.55
C 2.134318 -0.631585 1.257768 -0.295 -0.051 -0.093 -0.06
C 2.404496 -2.027856 1.755855 0.079 0.041 0.030 -0.77
P 0.848695 -2.845064 2.631633 -0.031 0.124 0.049 0.65
C 0.757417 -1.366118 3.901356 0.005 0.003 0.049 -0.77
C -0.561481 -0.631956 4.191737 -0.052 -0.081 0.012 0.10
O -1.251829 -0.228527 2.997096 0.169 0.291 0.077 -0.75
C -1.559136 -1.404137 5.080524 0.027 -0.041 -0.052 -0.23
N -2.568081 -2.142725 4.312875 0.057 -0.063 0.002 -0.84
P 0.777154 -4.883686 1.425972 0.154 -0.052 0.029 0.36
C 2.564919 -5.282179 1.094038 0.029 0.032 -0.001 -0.94
C 0.188157 -4.571170 -0.317910 -0.118 -0.032 -0.007 -0.70
C 0.782161 -3.384558 -1.067400 0.036 0.025 -0.030 -0.61
H -0.164528 1.229443 -0.567766 0.011 -0.049 -0.004 0.20
H 0.240093 -0.405551 -1.099572 -0.031 0.005 -0.046 0.25
H 0.457995 0.959473 -2.201341 0.068 -0.027 0.050 0.16
H 2.675625 1.078189 -1.413024 -0.053 -0.118 -0.031 0.17
H 2.027231 1.510723 0.167985 0.061 0.010 -0.064 0.16
H 1.056613 -0.411307 1.379711 0.074 0.024 -0.001 0.14
H 2.682643 0.148200 1.804914 0.018 -0.084 0.040 0.16
H 3.204622 -2.019828 2.501242 -0.035 -0.045 -0.001 0.21
H 2.744466 -2.643932 0.923604 -0.091 -0.014 -0.019 0.23
H -0.038385 -2.164521 1.643941 0.057 0.010 -0.022 -0.22
H -0.310087 -3.418791 3.299320 -0.018 0.011 -0.056 -0.15
H 1.757467 -3.597364 3.515235 -0.043 0.004 -0.022 -0.17
H 1.065383 -1.851214 4.834709 0.040 0.059 -0.018 0.22
H 1.523654 -0.605424 3.701138 -0.032 -0.044 -0.046 0.19
H -0.303437 0.285193 4.741719 -0.035 -0.048 0.036 0.14
H -0.606339 -0.290570 2.285390 -0.112 -0.204 -0.032 0.47
H -0.963103 -2.064273 5.721262 -0.049 0.044 0.025 0.17
H -2.072655 -0.696008 5.740629 0.001 0.005 -0.059 0.16
H -2.188291 -2.338650 3.392770 -0.060 0.017 0.017 0.38
H -2.735156 -3.042545 4.746361 0.043 0.017 -0.021 0.35
H 2.705096 -6.356006 0.946716 0.002 0.038 0.018 0.21
H 3.138904 -4.984320 1.977525 -0.009 -0.050 -0.032 0.23
H 2.989156 -4.763117 0.229551 -0.023 0.021 0.021 0.19
H -0.897468 -4.445887 -0.236336 0.037 -0.004 -0.044 0.21
H 0.341539 -5.494584 -0.888919 -0.032 0.018 0.032 0.20
H 0.381257 -3.305415 -2.086396 0.007 -0.013 0.031 0.18
H 1.869314 -3.451487 -1.148798 -0.032 0.002 -0.003 0.20
H 0.559270 -2.458938 -0.539585 0.037 0.025 0.025 0.21
C -2.620078 7.049254 -3.786846 -0.008 0.002 0.001 -0.62
C -1.530819 6.344893 -2.999993 0.008 -0.026 -0.009 -0.21
N -1.582652 4.885527 -3.182999 0.030 -0.043 0.062 -0.28
C -2.437485 4.025538 -2.531285 -0.008 0.036 -0.025 -0.05
C -2.170774 2.779089 -2.988248 0.033 -0.020 -0.001 -0.02
N -1.159812 2.895652 -3.914235 -0.099 0.001 -0.003 -0.28
C -0.823170 4.176790 -4.010645 0.028 0.013 0.001 0.25
C -0.530478 1.778686 -4.621931 0.062 -0.113 0.146 -0.41
H -3.608820 6.703333 -3.486445 0.001 0.008 0.007 0.22
H -2.564634 8.120708 -3.600455 -0.005 -0.004 -0.008 0.24
H -2.503932 6.880348 -4.857152 0.002 0.001 0.001 0.22
H -1.620965 6.529914 -1.930947 0.001 0.000 -0.005 0.23
H -0.536887 6.667428 -3.305856 -0.012 0.009 -0.007 0.22
H -3.144992 4.369675 -1.798231 0.006 -0.008 0.011 0.26
H -2.590929 1.824986 -2.722908 0.008 0.001 0.014 0.26
H -0.050645 4.574969 -4.646645 -0.005 -0.002 0.008 0.24
H 0.520434 1.733459 -4.348291 0.010 -0.038 -0.070 0.24
H -0.644942 1.874710 -5.698179 -0.065 0.108 0.019 0.23
H -1.018383 0.871145 -4.279634 0.062 -0.050 -0.071 0.25
```
Forces are in eV/Å.

---

The following is a quantum chemistry calculation of C40H31N6O3PtSSe as an isolated structure, from OMol25.

Electronic energy ... -136492.0998 eV
Multiplicity ... 2
HOMO energy (spin up / spin down) ... -5.39 / -7.20 eV
Max |F| ... 0.8 eV/Å
Charge ... 0
⟨S²⟩ ... 0.78

XYZ file:
```
83
Properties=species:S:1:pos:R:3:forces:R:3:mulliken_charge:R:1
Pt -0.546106 -0.171181 -0.023712 0.611 0.156 0.422 0.02
O -0.294884 -0.169833 2.009251 -0.205 0.153 0.126 -0.37
N 0.502258 0.817555 2.451706 0.144 -0.078 -0.132 0.43
C 0.219842 1.318983 3.670641 0.017 -0.048 -0.038 -0.35
C 1.015249 2.277643 4.229664 0.051 0.012 -0.017 -0.91
C 2.119368 2.735745 3.501506 -0.040 -0.014 0.046 -0.37
C 2.369946 2.226770 2.253916 -0.003 -0.085 -0.032 -0.83
C 1.539139 1.240760 1.695457 0.005 0.155 0.140 0.87
S 1.776951 0.587964 0.129920 -0.096 -0.125 -0.220 -0.72
H -0.663629 0.896453 4.123068 -0.008 0.007 0.002 0.49
H 0.770725 2.670217 5.204929 -0.003 0.007 -0.006 0.46
H 2.762745 3.502676 3.910735 -0.007 0.003 0.002 0.40
H 3.198315 2.575299 1.654714 -0.003 0.015 -0.001 0.49
N 1.619820 7.108473 -6.732947 0.016 0.039 -0.034 -0.56
C 1.298906 6.282804 -6.000943 -0.017 -0.046 0.040 -0.10
C 0.899933 5.249211 -5.083846 0.003 0.019 -0.012 0.61
C 1.721355 4.919974 -4.007806 0.004 0.007 0.005 -0.88
C 1.332289 3.925459 -3.129074 -0.006 0.045 0.032 0.05
C 0.129501 3.242226 -3.306521 -0.001 -0.018 0.009 -0.71
C -0.684158 3.586301 -4.385620 0.003 -0.023 -0.034 -0.05
C -0.307656 4.580717 -5.270734 0.003 -0.010 -0.007 -0.90
C -0.272585 2.189819 -2.348210 0.197 -0.044 0.133 0.31
C -0.368749 0.849160 -2.805985 -0.045 0.109 -0.028 0.14
C -0.330312 0.368412 -4.123419 0.012 0.008 0.012 -0.59
C -0.714080 -0.979194 -4.088198 -0.011 -0.125 0.068 -1.52
C -0.947381 -1.301968 -2.763611 -0.063 -0.171 -0.190 -0.82
N -0.718706 -0.210127 -1.991599 -0.059 0.234 -0.088 1.89
C -0.672169 2.609302 -1.048990 0.006 -0.074 -0.198 0.12
C -0.972502 3.903472 -0.612079 0.006 0.025 0.049 -0.65
C -1.540519 3.791472 0.667778 -0.007 -0.019 0.084 -1.64
C -1.567664 2.447067 0.984509 -0.050 0.116 0.179 -0.82
N -1.030683 1.738434 -0.043242 -0.070 0.030 -0.168 1.88
H 2.657708 5.443871 -3.870406 0.003 0.000 0.001 0.44
H 1.962287 3.662670 -2.288356 0.001 -0.001 -0.002 0.50
H -1.624057 3.066615 -4.522541 0.002 0.002 -0.001 0.58
H -0.944245 4.848131 -6.103357 -0.003 0.000 -0.001 0.45
H -0.089328 0.955259 -4.994311 -0.020 0.002 0.002 0.70
H -0.819178 -1.647748 -4.927147 -0.009 -0.007 0.004 0.48
H -1.261388 -2.233866 -2.324174 -0.015 -0.010 0.003 0.56
H -0.833294 4.802270 -1.190501 -0.017 -0.004 -0.008 0.66
H -1.916548 4.591560 1.284583 -0.010 -0.005 0.005 0.47
H -1.950881 1.942941 1.856424 -0.022 0.002 0.001 0.66
C -3.638003 -2.962748 3.810998 -0.011 -0.012 0.002 -0.92
O -2.575140 -3.583001 3.098473 0.011 0.049 -0.030 -0.51
C -1.318170 -3.122459 3.323931 -0.032 -0.008 0.019 0.81
C -0.944716 -2.297115 4.374153 -0.008 -0.010 0.011 -0.41
C 0.390807 -1.952299 4.531556 -0.001 0.016 -0.015 -0.81
C 1.351388 -2.403705 3.641310 -0.006 0.036 -0.012 -0.70
C 0.979744 -3.221226 2.587002 -0.020 -0.017 -0.020 -0.10
C -0.346223 -3.583115 2.433572 0.069 -0.039 -0.009 -0.23
N -0.771316 -4.553380 1.489230 -0.056 0.039 -0.037 0.15
C -0.239814 -4.943573 0.352322 -0.013 -0.024 0.004 -0.79
C 0.678653 -4.303945 -0.494904 0.056 0.002 -0.018 0.76
C 1.426755 -5.130055 -1.382971 -0.012 0.018 -0.004 -0.75
C 2.308244 -4.591250 -2.265103 0.003 -0.001 -0.004 -0.91
C 2.428287 -3.182774 -2.331850 0.014 -0.009 0.008 -0.88
C 1.676086 -2.350286 -1.555982 -0.003 -0.006 0.044 -0.31
C 0.752148 -2.873945 -0.611147 -0.058 -0.098 -0.063 1.19
O -0.079375 -2.183048 0.076117 0.095 0.074 0.127 -1.16
H -4.554582 -3.377684 3.402724 0.002 -0.005 0.003 0.27
H -3.625184 -1.883239 3.650302 0.012 0.003 -0.009 0.34
H -3.579149 -3.188466 4.877921 -0.002 0.005 0.000 0.37
H -1.685662 -1.932869 5.071189 0.006 -0.006 0.001 0.43
H 0.679420 -1.318507 5.360384 -0.001 -0.002 0.009 0.42
H 2.388339 -2.121655 3.762271 0.001 -0.005 0.001 0.44
H 1.720201 -3.591097 1.890655 0.007 0.006 0.000 0.52
H -1.566167 -5.089001 1.813261 0.011 -0.010 0.024 0.33
H -0.588577 -5.923421 0.037160 0.007 -0.002 0.006 0.44
H 1.300839 -6.204914 -1.319295 -0.003 0.000 0.007 0.41
H 2.893901 -5.220923 -2.919355 0.004 0.005 -0.001 0.40
H 3.114297 -2.745810 -3.046936 -0.007 0.000 -0.006 0.46
H 1.746282 -1.280983 -1.676509 -0.019 0.011 -0.056 0.26
Se -2.818655 -0.857685 0.451628 -0.354 -0.264 -0.177 -0.04
C -4.051351 0.063152 -0.676255 0.046 0.033 0.056 0.56
C -3.735863 0.971029 -1.676525 -0.043 -0.035 0.011 -0.33
C -4.774584 1.552340 -2.389740 -0.001 0.003 -0.009 -0.44
N -6.065020 1.302633 -2.185567 -0.013 -0.001 0.000 -0.65
C -6.351828 0.429471 -1.222110 0.012 -0.006 0.007 -0.42
C -5.398384 -0.208741 -0.448276 -0.019 0.013 -0.022 -0.93
H -2.717641 1.229805 -1.911562 0.022 0.012 -0.004 0.77
H -4.545089 2.265361 -3.175232 0.003 -0.003 0.009 0.36
H -7.404735 0.226139 -1.055516 0.001 0.003 -0.004 0.37
H -5.707477 -0.907539 0.319460 0.006 -0.004 0.004 0.36
```
Forces are in eV/Å.